{"formula": "C3H2N2S", "method": "the ωB97M-V functional and the def2-TZVPD basis", "symbols": ["C", "C", "N", "H", "H", "C", "S", "N"], "positions_angstrom": [[0.81, 0.03, -0.36], [0.68, -1.15, 0.17], [-1.70, -0.55, 0.86], [1.76, 0.55, -0.71], [1.12, -2.13, 0.37], [-1.30, 0.38, 0.28], [-1.08, 2.12, 0.10], [-0.30, 0.75, -0.71]], "max_force_ev_per_a": 5.39, "homo_energy_ev": [-8.866, -8.866], "homo_lumo_gap_ha": [0.2497, 0.2497], "lumo_ev": [-2.1, -2.1]}